[1]
{"formula": "C6H18NO2", "method": "ωB97M-V/def2-TZVPD", "elements": ["C", "O", "C", "C", "C", "C", "C", "N", "H", "H", "H", "H", "H", "H", "H", "H", "H", "H", "H", "H", "H", "H", "H", "H", "H", "H", "O"], "xyz": [[1.206, 2.147, -0.236], [0.349, 3.187, -0.844], [0.376, 0.937, 0.283], [-0.782, 0.432, -0.413], [-1.118, -1.037, 0.340], [-0.062, -2.147, 0.230], [-2.414, -1.781, -0.076], [0.012, 1.345, 1.719], [2.153, 1.984, -0.915], [1.654, 2.864, 0.638], [0.629, 3.442, -1.765], [1.030, -0.056, 0.204], [-0.763, 0.573, -1.568], [-1.666, 1.087, -0.250], [-1.117, -0.811, 1.429], [0.942, -1.801, 0.542], [-0.109, -3.217, 0.542], [0.133, -2.295, -0.844], [-2.323, -2.097, -1.131], [-2.667, -2.632, 0.456], [-3.301, -1.057, -0.258], [-0.508, 2.219, 1.603], [-0.680, 0.687, 2.273], [0.865, 1.296, 2.235], [3.473, -1.020, -1.519], [1.985, -1.393, -1.459], [2.703, -0.857, -1.216]], "forces_ev_per_a": [[1.76, 3.64, -0.27], [0.36, -0.96, -0.91], [3.88, -1.18, -0.35], [-3.69, -1.15, -1.28], [-0.61, -0.87, -0.18], [2.67, 0.38, -1.86], [-1.03, 4.19, -3.09], [-2.45, -2.57, 0.16], [-2.19, -0.55, 1.32], [-0.74, -2.46, -1.34], [-0.26, -0.70, 1.46], [-0.38, 2.75, 1.29], [0.62, -1.16, 1.89], [0.18, -0.40, 0.32], [-0.63, 0.04, -0.56], [-0.34, -0.30, 0.43], [-1.03, 1.15, 0.60], [-0.29, 0.02, -0.14], [0.52, -0.17, 0.37], [-0.44, -1.33, 1.50], [1.10, -1.12, 1.11], [0.73, 0.42, 0.59], [1.58, 1.25, -1.75], [0.66, 1.08, 0.76], [7.99, -2.44, -3.71], [-0.58, -1.47, -0.99], [-7.40, 3.89, 4.64]], "e_tot_ev": -12089.2786, "total_charge": 1}

[2]
{"formula": "C6H18NO2S", "method": "ωB97M-V/def2-TZVPD", "elements": ["C", "N", "C", "C", "S", "C", "C", "C", "H", "H", "H", "H", "H", "H", "H", "H", "H", "H", "H", "H", "H", "H", "H", "H", "O", "H", "H", "O"], "xyz": [[-0.537, 0.095, 0.909], [-0.559, -0.260, -0.520], [0.481, 0.341, -1.327], [1.177, -0.691, -2.199], [1.980, -2.044, -1.267], [-1.894, 0.480, 1.449], [-2.987, 1.756, -0.553], [-2.498, 1.771, 0.903], [-0.138, -0.764, 1.461], [0.188, 0.889, 1.068], [-0.373, -1.252, -0.575], [0.141, 1.156, -1.992], [1.249, 0.805, -0.703], [0.460, -1.168, -2.875], [1.889, -0.189, -2.858], [-2.603, -0.361, 1.344], [-1.868, 0.507, 2.537], [-2.679, 2.697, -0.996], [-4.049, 1.680, -0.563], [-2.597, 0.909, -1.097], [-3.320, 2.048, 1.580], [-1.769, 2.585, 1.019], [1.941, 3.160, 0.647], [1.399, 2.230, 1.655], [1.444, 3.179, 1.476], [1.842, -2.652, 1.274], [0.349, -2.908, 1.258], [1.106, -2.908, 1.847]], "forces_ev_per_a": [[0.03, -0.72, -0.40], [-0.18, 0.30, 0.20], [0.56, 0.31, -0.53], [0.09, -0.53, -0.19], [0.01, 0.06, 0.06], [-0.69, -0.47, 0.28], [0.54, 0.09, 0.69], [0.10, 0.19, 0.52], [-0.08, 0.13, 0.18], [-0.08, 0.29, 0.00], [0.10, -0.28, -0.03], [-0.47, -0.12, 0.21], [0.19, -0.03, 0.22], [-0.22, 0.19, 0.02], [0.13, 0.12, 0.13], [0.16, 0.15, -0.62], [0.42, 0.50, 0.32], [-0.13, -0.01, -0.48], [-0.99, 0.07, -0.18], [0.36, -0.03, -0.19], [0.03, 0.02, -0.23], [0.07, -0.24, 0.04], [-0.10, 0.31, 0.04], [-0.18, 0.12, 0.28], [0.34, -0.36, -0.31], [-0.24, 0.15, -0.38], [0.14, -0.01, -0.35], [0.10, -0.19, 0.72]], "e_tot_ev": -22935.2445, "total_charge": -1}

[3]
{"formula": "C6H18O2", "method": "ωB97M-V/def2-TZVPD", "elements": ["C", "C", "C", "C", "C", "C", "H", "H", "H", "H", "H", "H", "H", "H", "H", "H", "H", "H", "H", "H", "O", "H", "H", "O", "H", "H"], "xyz": [[1.743, 2.045, -0.430], [1.723, 0.638, 0.131], [0.554, 0.048, 0.928], [-0.852, 0.567, 0.563], [-1.920, -0.353, 1.151], [-1.123, 2.030, 0.926], [1.714, 2.757, 0.395], [2.640, 2.227, -1.024], [0.951, 2.216, -1.158], [2.647, 0.451, 0.687], [1.909, -0.089, -0.666], [0.632, 0.200, 2.010], [0.560, -1.013, 0.681], [-0.909, 0.397, -0.510], [-2.289, -0.107, 2.146], [-1.565, -1.360, 0.926], [-2.888, -0.182, 0.661], [-2.198, 2.218, 0.865], [-0.896, 2.211, 1.980], [-0.574, 2.647, 0.228], [1.572, -2.245, -1.637], [1.974, -1.742, -0.905], [1.313, -2.964, -1.029], [-1.710, -2.099, -1.298], [-1.813, -1.947, -0.352], [-0.814, -1.952, -1.617]], "forces_ev_per_a": [[-0.01, -0.05, -0.08], [1.04, -1.23, -0.23], [-0.74, 1.09, 0.17], [0.02, -0.33, 0.06], [-0.82, 0.79, -0.63], [-0.32, -0.85, -0.08], [-0.14, 0.27, -0.26], [0.27, -0.15, 0.31], [-0.33, 0.09, 0.30], [-0.03, 0.41, 0.47], [-0.35, 0.65, -0.52], [0.43, -0.23, -0.01], [-0.05, -0.22, 0.49], [-0.26, 0.45, -0.35], [1.10, -0.55, 0.66], [-0.43, -0.05, 1.42], [0.30, -0.24, -0.71], [0.05, 0.14, -0.37], [0.46, 0.16, -0.13], [-0.11, 0.57, 0.38], [-0.03, -0.48, 1.81], [0.25, 0.57, -0.87], [-0.33, -0.45, -1.02], [-0.59, -0.43, -0.64], [0.46, -0.03, -0.70], [0.15, 0.11, 0.52]], "e_tot_ev": -10608.1060, "smiles": "CCCC(C)C.O.O", "total_charge": 0}

[4]
{"formula": "C6H18O3", "method": "ωB97M-V/def2-TZVPD", "elements": ["C", "C", "O", "H", "H", "H", "H", "H", "H", "C", "C", "O", "H", "H", "H", "H", "H", "H", "C", "C", "O", "H", "H", "H", "H", "H", "H"], "xyz": [[0.701, -4.010, 0.166], [1.155, -5.164, 1.019], [2.591, -5.131, 1.039], [-0.276, -3.589, 0.401], [0.686, -4.272, -0.894], [1.432, -3.208, 0.292], [0.821, -6.130, 0.632], [0.778, -5.075, 2.044], [2.911, -6.017, 1.228], [0.376, 4.330, 0.907], [-1.123, 4.320, 0.614], [-1.401, 3.784, -0.685], [0.878, 5.192, 0.467], [0.821, 3.414, 0.519], [0.549, 4.355, 1.984], [-1.556, 5.320, 0.688], [-1.631, 3.669, 1.326], [-1.289, 4.482, -1.335], [0.141, -0.026, -1.323], [-1.303, 0.464, -1.304], [-1.711, 0.944, -0.035], [0.401, -0.315, -2.346], [0.273, -0.892, -0.676], [0.822, 0.770, -1.021], [-1.965, -0.358, -1.587], [-1.425, 1.240, -2.067], [-1.654, 1.904, -0.053]], "forces_ev_per_a": [[0.08, 0.45, -0.51], [0.18, -0.17, 0.37], [-0.15, -0.15, -0.09], [-0.06, -0.27, 0.25], [0.11, -0.02, 0.04], [-0.07, 0.02, 0.00], [-0.12, 0.06, -0.07], [0.00, 0.05, -0.04], [0.04, 0.05, 0.05], [-0.24, 0.02, 0.13], [0.37, 0.01, -0.11], [-0.08, 0.06, 0.12], [0.01, -0.05, -0.11], [0.02, 0.01, 0.00], [0.01, 0.06, 0.00], [-0.02, -0.02, 0.17], [-0.07, 0.01, -0.03], [0.03, -0.07, -0.07], [-0.25, 0.12, -0.21], [0.20, -0.04, -0.23], [0.00, -0.22, 0.10], [0.03, -0.06, 0.07], [0.05, 0.04, 0.09], [0.02, -0.03, 0.09], [-0.05, 0.01, 0.11], [-0.04, 0.05, 0.08], [0.01, 0.07, -0.21]], "e_tot_ev": -12655.4717, "smiles": "CCO.CCO.CCO", "total_charge": 0}

no.,E_HOMO (eV)
1,-14.2
2,-3.0
3,-10.8
4,-9.8